[1]
{
  "formula": "C17H34F3O11Sn",
  "method": "the ωB97M-V functional and the def2-TZVPD basis",
  "spin_multiplicity": 1,
  "largest_force_ev_per_a": 6.59,
  "e_above_lowest_ev": 0.000,
  "total_charge": 1,
  "total_energy_ha": -2009.10339,
  "e_lumo_ha": -0.27174,
  "elements": ["Sn", "O", "C", "O", "O", "H", "C", "O", "C", "C", "O", "C", "C", "O", "C", "H", "H", "H", "H", "H", "H", "H", "H", "H", "H", "H", "H", "H", "H", "C", "O", "C", "C", "O", "C", "C", "O", "C", "H", "H", "H", "H", "H", "H", "H", "H", "H", "H", "H", "H", "H", "H", "C", "C", "O", "C", "O", "C", "F", "F", "F", "H", "H", "H", "H", "H"],
  "positions_angstrom": [[11.1938, 12.8897, -25.4906], [10.3845, 12.5294, -20.5885], [10.7681, 11.6924, -21.5376], [10.6213, 10.5242, -21.2499], [11.1668, 12.1970, -22.5745], [10.2564, 11.6290, -20.2814], [7.1766, 13.5913, -25.8240], [7.8623, 12.3979, -25.4848], [7.5752, 11.8255, -24.2352], [8.2105, 10.3765, -24.1785], [9.5951, 10.3676, -24.3016], [10.2927, 9.1099, -24.2974], [11.8564, 9.2174, -24.2583], [12.4752, 10.0656, -25.2568], [13.8878, 10.0160, -25.2597], [7.1722, 13.6128, -26.9138], [7.6528, 14.4964, -25.4470], [6.1406, 13.5952, -25.4854], [6.5050, 11.8249, -24.0280], [8.0166, 12.3734, -23.4026], [7.8021, 9.7449, -24.9674], [7.9469, 9.9253, -23.2219], [9.9099, 8.6407, -25.2036], [10.0865, 8.5697, -23.3733], [12.3367, 8.2396, -24.2938], [12.1682, 9.4803, -23.2475], [14.3084, 11.0088, -25.4199], [14.4236, 9.4790, -26.0425], [14.3940, 9.6604, -24.3622], [6.3252, 4.1712, -17.2811], [5.5064, 3.7588, -18.3038], [5.3648, 4.7890, -19.3339], [6.6311, 5.2902, -20.0474], [7.2002, 6.2820, -19.1203], [8.4223, 6.8401, -19.5743], [9.0052, 8.2545, -19.1287], [9.2644, 8.1606, -17.7279], [8.1695, 8.5237, -16.8503], [7.3522, 3.8443, -17.4441], [6.0114, 3.6727, -16.3640], [6.2561, 5.2127, -16.9670], [4.8165, 5.6621, -18.9803], [4.8378, 4.2122, -20.0940], [6.4235, 5.8245, -20.9745], [7.4040, 4.5626, -20.2948], [8.5256, 6.7465, -20.6553], [9.1514, 6.1106, -19.2217], [8.3651, 9.1206, -19.2963], [9.9196, 8.3782, -19.7090], [7.9781, 9.5937, -16.9313], [8.6122, 8.2775, -15.8852], [7.3298, 7.8527, -17.0313], [8.1480, 13.1309, -17.5796], [8.7680, 12.9590, -16.1962], [8.9893, 14.1904, -15.4676], [8.0064, 14.6966, -14.7351], [6.8853, 14.0626, -14.5449], [8.2397, 16.1110, -14.0946], [7.5034, 17.0964, -14.6173], [7.8619, 16.0543, -12.8495], [9.5247, 16.4024, -14.1861], [7.0641, 13.1127, -17.4656], [8.5587, 12.3324, -18.1975], [8.4386, 14.0676, -18.0552], [9.7996, 12.6308, -16.3229], [8.2390, 12.2029, -15.6160]]
}



[2]
{
  "formula": "H2NO4S",
  "method": "the ωB97M-V functional and the def2-TZVPD basis",
  "spin_multiplicity": 1,
  "largest_force_ev_per_a": 3.06,
  "e_above_lowest_ev": 2.260,
  "total_charge": -1,
  "total_energy_ha": -755.03536,
  "e_lumo_ha": 0.15173,
  "elements": ["N", "O", "O", "O", "O", "S", "H", "H"],
  "positions_angstrom": [[-0.5331, 0.6138, -0.6442], [1.0273, -1.5523, -0.4271], [1.3660, 0.4954, 1.1277], [-1.4104, -0.7339, -0.8812], [-0.8404, 1.3979, 0.5143], [1.1739, -0.0171, -0.3137], [-0.6996, -1.4394, -0.6354], [-0.0837, 1.2355, 1.2597]]
}